Density functional theory data (ωB97M-V/def2-TZVPD) for 5 unconnected molecules or ions with the total composition C43H98N5O20P6S.

- charge = +1
- LUMO (eV) = -4.6700
- Kohn-Sham gap (eV) = 5.962

Each line ends with the Mulliken charge.
Positions of all 173 atoms, in Å:
C 5.03 -0.54 2.06  -1.02
C 5.53 -1.87 1.21  0.08
C 5.93 -1.38 -0.29  -0.60
C 6.15 -2.56 -1.40  0.13
C 6.37 -4.07 -0.83  -0.65
C 5.07 -5.05 -0.86  -0.45
C 3.62 -4.32 -1.01  -0.43
C 2.38 -5.44 -0.90  -0.29
C 2.44 -6.33 0.49  -0.68
C 1.02 -6.30 1.35  -0.62
C -0.15 -7.23 0.62  -0.65
C -1.44 -6.36 0.09  -0.51
C -2.49 -5.91 1.29  -0.48
C -3.96 -6.52 0.88  -0.06
C -5.24 -5.59 1.40  -1.10
N -6.28 -5.42 0.28  0.30
C -6.44 -4.15 -0.21  0.33
N -5.82 -2.81 0.15  -0.39
C -6.39 -1.67 -0.67  -0.03
P -6.05 0.21 -0.66  0.58
C -6.66 0.82 1.08  -0.89
O -7.10 1.02 -1.84  -0.56
N -7.36 -2.36 -1.60  -0.34
N -7.37 -3.74 -1.32  0.79
N -8.23 -4.42 -2.16  -0.77
C -7.75 -4.34 -3.48  0.64
O -7.79 -4.02 -4.80  -0.36
P -7.13 -6.89 -0.23  0.72
O -6.83 -7.15 -1.93  -0.51
O -6.63 -8.33 0.63  -0.46
S -9.07 -6.71 0.14  -0.31
H 3.89 -0.30 1.96  0.25
H 5.27 -0.74 3.19  0.32
H 5.67 0.42 1.74  0.25
H 4.80 -2.78 1.28  -0.04
H 6.54 -2.22 1.74  0.24
H 6.91 -0.71 -0.26  0.23
H 5.05 -0.69 -0.68  0.18
H 5.29 -2.46 -2.22  0.26
H 7.15 -2.27 -1.99  -0.24
H 6.85 -4.12 0.26  0.30
H 7.19 -4.57 -1.54  0.30
H 5.19 -5.75 -1.83  0.31
H 5.15 -5.80 0.06  0.14
H 3.37 -3.51 -0.20  0.08
H 3.49 -3.83 -2.07  0.32
H 1.34 -4.88 -0.88  0.12
H 2.36 -6.18 -1.82  0.32
H 3.27 -5.86 1.16  0.32
H 2.77 -7.41 0.19  0.28
H 0.62 -5.21 1.45  0.28
H 1.22 -6.78 2.42  0.31
H 0.37 -7.68 -0.35  0.31
H -0.43 -8.17 1.28  0.34
H -1.98 -7.00 -0.74  0.32
H -1.05 -5.38 -0.42  0.12
H -2.48 -4.76 1.52  0.36
H -2.10 -6.44 2.29  0.27
H -4.09 -6.66 -0.29  0.14
H -4.04 -7.59 1.37  0.25
H -4.91 -4.58 1.89  0.54
H -5.81 -6.20 2.25  0.14
H -7.54 0.09 1.39  0.21
H -5.76 0.56 1.82  0.31
H -6.96 1.96 1.09  0.39
H -7.35 1.95 -1.48  0.32
H -7.91 -1.82 -2.30  0.29
H -6.08 -6.55 -2.25  0.36
H -6.78 -8.25 1.62  0.37
O -7.66 -5.66 4.74  -0.71
P -8.71 -4.60 5.18  1.13
O -7.95 -3.33 4.43  -0.45
C -8.06 -3.23 3.03  0.13
C -9.38 -2.60 2.64  -1.26
O -7.97 -4.40 6.66  -0.33
C -7.47 -5.51 7.38  -0.36
C -5.95 -5.47 7.35  -1.11
O -9.87 -3.42 5.68  -0.36
C -10.12 -3.06 7.02  -0.08
C -9.31 -1.84 7.39  -1.09
H -7.94 -4.21 2.56  0.03
H -7.24 -2.59 2.68  0.24
H -10.21 -3.26 2.91  0.36
H -9.43 -2.42 1.57  0.39
H -9.54 -1.66 3.18  0.31
H -7.85 -6.46 6.98  0.36
H -7.82 -5.43 8.41  0.36
H -5.57 -5.50 6.33  0.22
H -5.53 -6.32 7.91  0.40
H -5.59 -4.54 7.80  0.29
H -9.96 -3.90 7.71  0.21
H -11.19 -2.81 7.09  0.34
H -8.23 -2.02 7.32  0.27
H -9.54 -1.51 8.41  0.39
H -9.53 -1.01 6.70  0.29
O 9.07 -1.88 -5.12  -0.68
P 10.46 -1.20 -5.08  1.09
O 10.14 -0.31 -3.72  -0.36
C 10.15 -0.99 -2.47  -0.17
C 11.57 -1.16 -1.98  -1.10
O 9.98 -0.02 -6.16  -0.35
C 9.18 -0.35 -7.28  -0.35
C 7.79 0.21 -7.08  -1.15
O 12.01 -0.43 -5.04  -0.35
C 12.50 0.45 -6.04  -0.08
C 12.21 1.89 -5.64  -1.09
H 9.64 -1.95 -2.55  0.27
H 9.59 -0.37 -1.76  0.24
H 12.13 -1.84 -2.64  0.26
H 11.58 -1.58 -0.97  0.43
H 12.10 -0.21 -1.97  0.25
H 9.16 -1.43 -7.47  0.36
H 9.63 0.12 -8.16  0.35
H 7.33 -0.20 -6.17  0.27
H 7.14 -0.02 -7.93  0.40
H 7.82 1.29 -6.95  0.28
H 12.11 0.20 -7.03  0.21
H 13.58 0.30 -6.09  0.34
H 11.14 2.09 -5.56  0.27
H 12.64 2.58 -6.37  0.39
H 12.65 2.10 -4.66  0.29
O -1.93 2.97 -0.22  -0.71
P -2.44 3.90 -1.35  1.10
O -2.16 2.81 -2.57  -0.34
C -3.05 1.72 -2.70  -0.27
C -4.31 2.15 -3.44  -0.97
O -0.98 4.68 -1.47  -0.42
C -0.24 5.02 -0.31  -0.11
C 0.99 4.13 -0.23  -1.25
O -3.02 4.94 -2.61  -0.32
C -2.43 6.17 -2.96  -0.06
C -1.46 5.97 -4.12  -1.10
H -3.29 1.30 -1.72  0.27
H -2.54 0.95 -3.28  0.28
H -4.88 2.87 -2.84  0.18
H -4.95 1.29 -3.64  0.39
H -4.06 2.65 -4.38  0.32
H -0.85 4.95 0.60  0.34
H 0.07 6.06 -0.40  0.21
H 0.71 3.07 -0.19  0.31
H 1.59 4.36 0.66  0.40
H 1.61 4.26 -1.12  0.30
H -1.96 6.67 -2.11  0.20
H -3.24 6.83 -3.30  0.33
H -0.64 5.30 -3.85  0.27
H -1.04 6.93 -4.45  0.39
H -1.97 5.50 -4.97  0.30
O 1.63 8.29 1.52  -0.66
P 2.22 9.58 2.14  1.01
O 0.79 10.41 2.11  -0.31
C -0.18 10.09 3.08  -0.31
C 0.13 10.76 4.40  -1.01
O 2.76 10.12 0.66  -0.34
C 3.36 9.22 -0.26  -0.40
C 2.40 9.01 -1.43  -1.08
O 2.88 11.02 2.83  -0.33
C 3.88 11.82 2.22  -0.07
C 3.23 12.96 1.45  -1.10
H -0.26 9.00 3.21  0.27
H -1.15 10.45 2.71  0.31
H 1.06 10.36 4.83  0.26
H -0.68 10.61 5.12  0.40
H 0.28 11.84 4.26  0.23
H 3.63 8.27 0.21  0.36
H 4.28 9.68 -0.63  0.36
H 1.44 8.61 -1.09  0.19
H 2.83 8.33 -2.17  0.40
H 2.19 9.97 -1.92  0.31
H 4.56 11.23 1.60  0.20
H 4.49 12.24 3.02  0.34
H 2.59 12.59 0.64  0.27
H 3.99 13.62 1.02  0.39
H 2.58 13.54 2.11  0.30


Density functional theory data (ωB97M-V/def2-TZVPD) for 6 unconnected molecules or ions with the total composition C43H98O6Si2.

- charge = 0
- LUMO (eV) = 0.4229
- Kohn-Sham gap (eV) = 10.686

Each line ends with the Mulliken charge.
Positions of all 149 atoms, in Å:
C 2.36 -2.49 2.03  0.20
C 3.54 -3.17 1.21  0.13
O 4.54 -3.74 1.71  -0.58
O 3.47 -3.09 -0.21  0.11
C 3.30 -4.41 -0.81  -0.81
C 2.34 -4.43 -2.08  -0.52
Si 0.48 -4.20 -1.70  0.48
O 0.13 -3.19 -0.35  -0.16
C 0.43 -1.79 -0.59  0.58
C -0.64 -0.99 -1.47  1.06
C -1.71 -0.36 -0.41  -1.34
C 0.08 0.26 -2.16  -0.40
C 0.98 -0.08 -3.45  0.90
C 0.43 -1.28 -4.36  -0.97
C 2.55 -0.28 -3.10  -0.79
O -0.30 -5.74 -1.51  -0.46
Si -1.96 -5.47 -1.98  0.37
C -2.86 -4.32 -0.72  0.18
C -4.45 -4.44 -0.76  0.34
O -5.04 -4.21 -1.83  -0.51
O -5.10 -4.78 0.47  -0.49
H 2.64 -2.38 3.13  0.52
H 2.21 -1.45 1.58  -0.38
H 1.39 -3.09 1.87  -0.03
H 3.03 -5.22 -0.03  0.41
H 4.35 -4.72 -1.18  0.26
H 2.45 -5.48 -2.54  0.48
H 2.71 -3.71 -2.91  0.30
H -0.13 -3.56 -2.88  -0.16
H 0.44 -1.29 0.45  -0.40
H 1.49 -1.66 -1.00  -0.41
H -1.26 -1.63 -2.17  0.68
H -1.30 0.65 -0.07  0.28
H -1.87 -1.10 0.45  0.08
H -2.70 -0.22 -0.98  0.43
H 0.66 0.81 -1.32  -1.04
H -0.71 1.02 -2.51  0.46
H 0.95 0.87 -4.11  0.11
H 0.56 -0.93 -5.46  0.14
H -0.68 -1.51 -4.24  0.32
H 1.12 -2.17 -4.23  0.10
H 3.20 -0.21 -4.05  0.32
H 2.76 -1.34 -2.68  -0.27
H 2.91 0.51 -2.36  0.24
H -2.65 -6.76 -1.99  -0.24
H -2.05 -4.82 -3.29  -0.10
H -2.58 -3.24 -1.01  -0.18
H -2.41 -4.49 0.32  0.13
H -4.83 -4.12 1.16  0.33
C 0.84 2.34 -6.91  -0.95
C 1.18 2.34 -8.39  -0.47
C 1.52 0.96 -8.94  -0.73
C 2.76 0.30 -8.31  0.01
C 4.06 1.10 -8.43  -0.43
C 4.50 1.33 -9.87  -1.29
H 1.69 2.01 -6.30  0.16
H 0.57 3.35 -6.58  0.39
H -0.01 1.68 -6.71  0.27
H 2.00 3.04 -8.58  0.26
H 0.32 2.73 -8.95  0.34
H 1.66 1.03 -10.02  0.34
H 0.66 0.29 -8.78  0.38
H 2.90 -0.68 -8.79  0.41
H 2.57 0.09 -7.26  -0.26
H 4.85 0.56 -7.91  0.39
H 3.96 2.06 -7.92  0.25
H 4.64 0.37 -10.39  0.30
H 5.44 1.87 -9.90  0.39
H 3.76 1.91 -10.43  0.29
C -0.63 -0.85 4.06  -0.80
C -1.63 -1.84 4.65  -0.66
C -2.81 -2.13 3.71  -0.37
C -3.69 -0.92 3.39  -0.26
C -4.31 -0.22 4.60  -0.58
C -5.25 -1.11 5.40  -0.89
H -1.09 0.13 3.89  0.28
H 0.20 -0.71 4.75  0.46
H -0.23 -1.22 3.11  -0.02
H -1.99 -1.48 5.61  0.28
H -1.11 -2.79 4.84  0.39
H -3.42 -2.92 4.16  0.40
H -2.43 -2.54 2.77  0.04
H -4.50 -1.25 2.72  0.42
H -3.11 -0.19 2.81  0.05
H -4.87 0.65 4.24  0.40
H -3.52 0.17 5.26  0.23
H -6.07 -1.47 4.77  0.29
H -5.68 -0.55 6.23  0.04
H -4.73 -1.97 5.82  0.32
C 1.09 6.44 2.10  -1.20
C 2.21 5.61 1.50  -0.42
C 1.82 4.90 0.21  -0.86
C 0.68 3.88 0.34  -0.56
C 0.94 2.75 1.35  -0.16
C 2.13 1.88 0.99  -0.52
H 0.23 5.83 2.38  0.28
H 1.44 6.95 3.00  0.39
H 0.75 7.20 1.39  0.29
H 2.57 4.88 2.24  0.23
H 3.06 6.27 1.29  0.40
H 2.70 4.41 -0.21  0.28
H 1.52 5.65 -0.53  0.45
H 0.50 3.44 -0.64  0.16
H -0.24 4.39 0.62  0.41
H 0.04 2.12 1.40  -0.03
H 1.07 3.16 2.36  0.53
H 1.99 1.42 0.00  -0.19
H 2.24 1.07 1.72  0.15
H 3.06 2.45 0.98  0.51
C 6.38 -1.81 -0.34  -1.18
C 6.02 -0.88 -1.49  1.08
C 6.94 -1.04 -2.71  -0.84
C 8.41 -0.70 -2.46  -0.87
C 8.67 0.71 -1.94  -0.33
C 8.24 1.80 -2.92  -1.17
H 7.38 -1.60 0.05  0.48
H 5.68 -1.68 0.48  0.17
H 6.35 -2.86 -0.65  0.20
H 6.02 0.15 -1.14  0.34
H 4.99 -1.10 -1.80  -0.80
H 6.55 -0.42 -3.52  0.30
H 6.88 -2.08 -3.06  0.41
H 8.96 -0.84 -3.40  0.43
H 8.84 -1.42 -1.75  0.30
H 9.75 0.82 -1.76  0.39
H 8.18 0.87 -0.98  0.24
H 8.76 1.69 -3.88  0.29
H 8.49 2.79 -2.52  0.38
H 7.17 1.78 -3.10  0.26
C -6.58 2.26 7.88  -1.09
C -7.57 1.27 8.46  -0.52
C -8.75 0.99 7.52  -0.53
C -9.64 2.20 7.20  -0.75
C -10.25 2.90 8.42  -0.37
C -11.19 2.01 9.22  -1.18
H -7.03 3.24 7.71  0.34
H -5.74 2.40 8.57  0.37
H -6.17 1.90 6.93  0.17
H -7.93 1.63 9.43  0.38
H -7.05 0.33 8.65  0.36
H -9.37 0.19 7.97  0.36
H -8.37 0.58 6.58  0.27
H -10.45 1.86 6.54  0.38
H -9.06 2.93 6.63  0.31
H -10.81 3.77 8.06  0.35
H -9.47 3.29 9.07  0.23
H -12.01 1.64 8.59  0.29
H -11.63 2.57 10.05  0.38
H -10.67 1.14 9.64  0.28


Q: Which maximum force values were calculated for the entries above? A: 12.1, 4.5, in eV/A.